DFT (ωB97M-V/def2-TZVPD) results for C27H19N9O5S4V as an isolated structure.

The geometry in ORCA input format:
```
! wB97M-V def2-TZVPD RIJCOSX def2/J DEFGRID3
* xyz -2 4
V -1.32396 0.85113 1.91237
S -2.08565 -1.63195 2.06992
S -3.54249 -1.51350 3.54604
S -2.77090 -0.16315 4.88651
S -2.72424 1.62160 3.83768
O 2.00439 6.07445 -1.51527
C 1.39983 6.25720 -0.44143
O 1.19305 7.30430 0.20809
C 0.77244 4.98135 0.18032
C -0.03321 5.07030 1.30760
C -0.60933 3.92553 1.83075
N -0.41428 2.71424 1.29389
C 0.38442 2.61203 0.21324
C 0.98252 3.71872 -0.36630
C 0.55591 1.19991 -0.35003
O 1.29234 1.03572 -1.32282
O -0.09363 0.29441 0.28042
H -0.19672 6.04225 1.75413
H -1.25008 3.95005 2.70462
H 1.60310 3.60028 -1.24352
C -3.28735 1.10388 -3.14386
N -3.43199 1.08107 -1.71160
C -2.60865 1.62604 -0.81255
N -2.92195 1.19372 0.38664
C -3.97235 0.35361 0.16944
N -4.31172 0.24810 -1.09530
C -2.13902 0.26717 -3.67303
C -1.89536 0.34886 -5.03961
C -0.87890 -0.38705 -5.62242
C -0.10482 -1.22416 -4.83956
C -0.34153 -1.31178 -3.47087
C -1.34940 -0.55359 -2.87578
C 0.46734 -2.28791 -2.73475
N 1.03480 -3.32180 -3.26372
N 1.68778 -3.97557 -2.24223
C 1.42368 -3.32045 -1.16238
O 0.67206 -2.22938 -1.40389
C 1.91765 -3.66019 0.17447
C 2.28705 -4.98681 0.38753
C 2.80983 -5.36898 1.60812
C 2.97826 -4.42696 2.61011
C 2.63005 -3.09951 2.40199
C 2.92834 -2.12463 3.52228
N 2.13424 -0.92234 3.47082
C 0.80398 -0.82883 3.36674
N 0.47961 0.41444 3.09009
C 1.67668 1.06320 3.05192
N 2.71488 0.28636 3.25612
C 2.07811 -2.71165 1.18179
H -3.15270 2.13883 -3.46084
H -4.23044 0.74948 -3.55512
H -1.80013 2.29439 -1.06920
H -4.45114 -0.18701 0.96935
H -2.50659 1.00724 -5.64997
H -0.68631 -0.30433 -6.68492
H 0.69141 -1.81607 -5.27093
H -1.49518 -0.61366 -1.79980
H 2.14813 -5.70090 -0.41356
H 3.07957 -6.40300 1.78397
H 3.38251 -4.72548 3.57266
H 3.96276 -1.79146 3.46771
H 2.78869 -2.62276 4.48298
H 0.09845 -1.64661 3.42225
H 1.77285 2.11526 2.83828
H 1.77329 -1.68364 0.99440
*
```

Summary:
- LUMO energy (alpha / beta) (eV) = 3.91 / 3.91
- Kohn-Sham gap (alpha / beta) (eV) = 5.474 / 5.853
- energy above the lowest of the compared OMol25 structures with the same formula, charge and spin (kJ/mol) = 0.0
- molecular weight (g mol⁻¹) = 728.7

Mulliken population analysis, charges in e, atoms 1 to 5:
1 V -0.011
2 S -0.360
3 S -0.192
4 S -0.187
5 S -0.383


DFT (ωB97M-V/def2-TZVPD) results for a 2-piece molecular cluster, C4H13N2 overall.

The geometry in ORCA input format:
```
! wB97M-V def2-TZVPD RIJCOSX def2/J DEFGRID3
* xyz 2 2
C 1.16472 0.92267 -2.82815
C 1.01649 1.21142 -1.34532
C -0.94078 0.51132 0.02059
N 0.04142 0.25970 -0.74731
H 1.39663 -0.13987 -2.99562
H 0.24899 1.17083 -3.37160
H 1.98027 1.46996 -3.28598
H 1.92434 1.04764 -0.74475
H 0.58922 2.18841 -1.10195
H -1.61040 -0.29198 0.30336
H -1.11211 1.51494 0.40489
H 0.20384 -0.67847 -1.11721
C -1.05605 -1.81115 2.33712
N -0.06836 -0.69485 2.22769
H -2.06009 -1.40212 2.44306
H -0.80516 -2.43692 3.19043
H -0.99676 -2.39470 1.40483
H -0.51085 0.22651 2.18865
H 0.59463 -0.67335 3.01727
*
```

Summary:
- LUMO energy (alpha / beta) (eV) = -9.30 / -13.35
- Kohn-Sham gap (alpha / beta) (eV) = 10.889 / 6.840
- energy above the lowest of the compared OMol25 structures with the same formula, charge and spin (kJ/mol) = 191.1
- molecular weight (g mol⁻¹) = 89.2

Mulliken population analysis, charges in e, atoms 1 to 5:
1 C -1.177
2 C -0.208
3 C -0.656
4 N 0.031
5 H 0.403


DFT (ωB97M-V/def2-TZVPD) results for a 9-piece molecular cluster, C65H107F4N11O9S4 overall.

The geometry in ORCA input format:
```
! wB97M-V def2-TZVPD RIJCOSX def2/J DEFGRID3
* xyz 6 1
C 10.31086 -31.40757 -17.39653
C 9.87078 -32.91086 -17.64668
O 10.78585 -33.71296 -18.33640
H 10.40799 -30.83705 -18.32021
H 11.32213 -31.38000 -16.99074
H 9.69387 -30.98841 -16.60171
H 8.91389 -32.93013 -18.16830
H 9.69732 -33.24889 -16.62505
C 6.14469 -31.10742 -17.44918
N 5.16842 -32.03091 -17.98979
C 5.32059 -32.50192 -19.22452
C 4.45111 -33.42924 -19.71427
C 3.38952 -33.90131 -18.97941
C 3.17721 -33.31966 -17.66286
C 4.10764 -32.40089 -17.17591
C 2.49029 -35.04547 -19.47473
C 1.87949 -35.86514 -18.57052
C 1.07077 -36.93596 -19.00828
N 0.87033 -37.14895 -20.33142
C 1.43725 -36.34113 -21.21295
C 2.23547 -35.26841 -20.83749
C 0.01781 -38.27604 -20.83489
H 7.00061 -31.78123 -17.41078
H 5.90755 -30.75380 -16.44577
H 6.17850 -30.31648 -18.19843
H 6.05694 -32.11913 -19.91565
H 4.44543 -33.74791 -20.74616
H 2.34847 -33.56579 -17.01553
H 4.08400 -31.87427 -16.23331
H 1.96606 -35.72395 -17.50330
H 0.53750 -37.67557 -18.42948
H 1.18325 -36.61592 -22.22606
H 2.69031 -34.68228 -21.62233
H -0.06529 -38.28509 -21.92169
H -0.94242 -38.23890 -20.32041
H 0.56923 -39.16116 -20.51772
C 17.12810 -27.79621 -19.02200
N 15.89785 -28.39821 -19.53060
C 15.62391 -29.65527 -19.18138
C 14.56199 -30.37824 -19.82834
C 13.78805 -29.78236 -20.82482
C 14.22155 -28.50601 -21.20664
C 15.23368 -27.83735 -20.54611
C 12.56894 -30.47812 -21.37367
C 11.96824 -31.52731 -20.68849
C 10.72546 -32.10362 -21.12908
N 10.22962 -31.74483 -22.32803
C 10.91770 -30.81445 -23.08966
C 12.03735 -30.13462 -22.61880
C 8.91301 -32.23206 -22.82646
H 16.93534 -26.83322 -18.54914
H 17.81913 -27.52154 -19.81895
H 17.61667 -28.39494 -18.25329
H 16.26360 -30.05629 -18.40911
H 14.33938 -31.37055 -19.46480
H 13.67334 -27.93235 -21.93930
H 15.45340 -26.84914 -20.92234
H 12.31483 -31.78275 -19.69802
H 10.13117 -32.84371 -20.61383
H 10.41095 -30.53267 -24.00083
H 12.45890 -29.33002 -23.20303
H 8.37350 -31.37917 -23.23830
H 8.39169 -32.58877 -21.93817
H 8.97802 -32.88533 -23.69658
C 13.05563 -33.61763 -15.26631
N 12.53726 -33.68546 -13.87829
C 11.20136 -33.37474 -13.53638
C 10.71686 -33.51458 -12.23829
C 11.58338 -34.07156 -11.26965
C 12.87626 -34.44846 -11.70991
C 13.37450 -34.20666 -12.95482
C 11.23321 -34.48582 -9.91751
C 11.64831 -33.80596 -8.77338
C 11.11173 -34.14354 -7.47006
N 10.23396 -35.16666 -7.46020
C 9.84567 -35.82400 -8.59863
C 10.31730 -35.48328 -9.82691
C 9.52213 -35.50583 -6.19621
H 14.12221 -33.39383 -15.28740
H 12.54948 -32.83613 -15.83302
H 12.91012 -34.59766 -15.72069
H 10.55308 -33.10321 -14.35639
H 9.72764 -33.22475 -11.91604
H 13.61459 -34.85592 -11.03517
H 14.37417 -34.41080 -13.30895
H 12.27461 -32.92712 -8.81573
H 11.23556 -33.69185 -6.49690
H 9.13279 -36.62260 -8.45562
H 9.71188 -35.84106 -10.64658
H 10.09986 -35.06084 -5.38608
H 9.55180 -36.57733 -5.99843
H 8.55154 -35.01015 -6.21502
C 9.33642 -28.74119 -12.93304
C 9.42842 -27.65735 -14.00370
C 9.75304 -28.33187 -15.38375
N 9.41256 -27.34512 -16.52044
C 10.21027 -26.01180 -16.32909
C 11.76613 -26.17410 -16.42499
C 12.32486 -26.92683 -17.63865
C 11.47371 -28.16087 -17.96146
C 9.92420 -27.94935 -17.91482
C 7.91620 -27.11548 -16.77838
H 9.06456 -28.37273 -11.94389
H 10.19402 -29.41393 -12.93946
H 8.52401 -29.43677 -13.14338
H 10.21407 -26.93624 -13.77820
H 8.45768 -27.16486 -14.06054
H 9.15302 -29.22270 -15.56951
H 10.81090 -28.58723 -15.32192
H 9.83090 -25.50017 -15.44455
H 9.82226 -25.49553 -17.20716
H 12.18243 -26.66446 -15.54502
H 12.16587 -25.16624 -16.31301
H 13.36260 -27.24668 -17.54446
H 12.40989 -26.23166 -18.47390
H 11.78525 -28.90076 -17.22416
H 11.72043 -28.61558 -18.92086
H 9.29925 -28.79617 -18.19845
H 9.73559 -27.19178 -18.67548
H 7.53185 -26.73812 -15.83077
H 7.53105 -28.07493 -17.12367
H 7.64167 -26.36151 -17.51613
C 17.21601 -36.37903 -19.55976
C 15.77994 -36.26469 -20.24854
C 14.62144 -36.57732 -19.21802
N 13.27781 -36.33249 -19.79556
C 12.32478 -36.71736 -18.63946
C 12.18189 -38.21678 -18.31588
C 11.80094 -39.10582 -19.49090
C 12.69176 -38.68728 -20.67843
C 12.87904 -37.18471 -21.03488
C 13.12054 -34.81104 -20.16924
H 17.43820 -35.53094 -18.91210
H 18.04110 -36.35196 -20.27151
H 17.31137 -37.17238 -18.81842
H 15.80588 -36.79387 -21.20112
H 15.79706 -35.21045 -20.52491
H 14.70245 -35.86064 -18.40077
H 14.85408 -37.61453 -18.97681
H 12.57096 -36.10333 -17.77317
H 11.39653 -36.32479 -19.05458
H 13.08984 -38.70572 -17.96278
H 11.46469 -38.38554 -17.51261
H 11.95684 -40.17487 -19.34626
H 10.75662 -38.94626 -19.75930
H 13.70950 -39.06039 -20.56404
H 12.49769 -39.13770 -21.65185
H 13.61684 -37.05591 -21.82680
H 11.97588 -36.77501 -21.48716
H 13.23464 -34.14251 -19.31592
H 12.12675 -34.78687 -20.61632
H 13.81420 -34.52088 -20.95839
C 11.23746 -37.53053 -13.43802
C 10.29183 -37.80124 -14.60633
C 9.60234 -36.54838 -15.26330
N 8.27807 -36.91212 -15.99304
C 7.85903 -35.64760 -16.80844
C 6.49170 -35.77782 -17.45070
C 5.31189 -36.12525 -16.43059
C 5.71865 -37.38236 -15.57863
C 7.21146 -37.34241 -14.95276
C 8.51217 -38.06608 -16.88999
H 11.60113 -38.39230 -12.87838
H 10.75527 -36.94431 -12.65575
H 12.11698 -36.97408 -13.76192
H 9.60138 -38.57998 -14.28243
H 10.91901 -38.18217 -15.41234
H 10.22411 -36.03727 -15.99835
H 9.48755 -35.74943 -14.53078
H 7.94009 -34.81917 -16.10472
H 8.68050 -35.43622 -17.49298
H 6.25524 -34.87311 -18.01078
H 6.57487 -36.51131 -18.25267
H 5.08597 -35.22672 -15.85639
H 4.37168 -36.29708 -16.95459
H 5.05164 -37.37264 -14.71660
H 5.53235 -38.32871 -16.08636
H 7.05175 -36.43700 -14.36723
H 7.48691 -38.22726 -14.37894
H 8.74119 -38.98941 -16.35792
H 9.35692 -37.74476 -17.49930
H 7.69087 -38.16757 -17.59940
N 13.88155 -28.72855 -14.98208
S 13.59663 -29.56716 -13.76558
O 14.60759 -29.65273 -12.73963
O 12.59797 -30.62612 -13.82681
F 12.61760 -28.41992 -13.02236
S 14.60466 -29.92038 -15.84480
O 13.89128 -30.26835 -17.05462
O 15.48065 -30.90348 -15.22451
F 15.65465 -28.93262 -16.42252
N 7.83001 -34.14104 -13.46454
S 7.06789 -34.73729 -12.38218
O 5.71658 -35.22848 -12.61445
O 7.38784 -34.23903 -11.11803
F 7.96618 -36.06854 -12.38392
S 6.79282 -32.93349 -13.79209
O 6.40691 -32.00193 -12.67875
O 5.76914 -33.15055 -14.78612
F 7.84784 -31.96460 -14.51123
*
```

Summary:
- LUMO energy (eV) = -12.95
- Kohn-Sham gap (eV) = 5.229
- molecular weight (g mol⁻¹) = 1390.9

Mulliken population analysis, charges in e, atoms 1 to 5:
1 C 1.632
2 C 0.261
3 O -0.732
4 H -0.293
5 H -0.364


DFT (ωB97M-V/def2-TZVPD) results for an isolated ion of composition CH3N2O3S and charge -1.

The geometry in ORCA input format:
```
! wB97M-V def2-TZVPD RIJCOSX def2/J DEFGRID3
* xyz -1 1
C 0.20970 0.56497 0.04452
N 2.08521 -0.08471 1.20573
N 0.91327 -0.39307 0.49947
O -3.26001 -0.56637 -0.79278
O -0.84347 0.50568 -0.68601
O -1.87213 -0.78453 -2.78209
S -1.96910 -0.98846 -1.33829
H 0.51726 1.62107 0.29703
H 2.14705 -0.74955 1.97435
H 2.07221 0.87496 1.57807
*
```

Summary:
- LUMO energy (eV) = 4.10
- Kohn-Sham gap (eV) = 8.231
- energy above the lowest of the compared OMol25 structures with the same formula, charge and spin (kJ/mol) = 122.3
- molecular weight (g mol⁻¹) = 123.1

Mulliken population analysis, charges in e, atoms 1 to 5:
1 C 0.175
2 N -0.551
3 N -0.252
4 O -0.540
5 O -0.529


DFT (ωB97M-V/def2-TZVPD) results for a 2-piece molecular cluster, C4H9ClNO overall.

The geometry in ORCA input format:
```
! wB97M-V def2-TZVPD RIJCOSX def2/J DEFGRID3
* xyz -1 1
O 2.10287 2.87875 -1.07993
C 1.80879 2.39223 0.01101
N 0.98085 3.03501 0.89416
C 2.34022 1.03295 0.42369
C 0.71895 2.59500 2.24985
C 0.50551 4.36670 0.57560
H 2.94972 0.65159 -0.41279
H 1.52594 0.31566 0.62128
H 2.97711 1.09835 1.32186
H 1.28455 3.20234 2.97640
H -0.35771 2.70235 2.46414
H 1.00008 1.53659 2.38163
H 0.69078 4.57569 -0.49146
H -0.57856 4.43997 0.76541
H 1.02087 5.13298 1.17881
Cl 0.69494 -1.91750 3.90921
*
```

Summary:
- LUMO energy (eV) = 3.05
- Kohn-Sham gap (eV) = 6.786
- energy above the lowest of the compared OMol25 structures with the same formula, charge and spin (kJ/mol) = 0.0
- molecular weight (g mol⁻¹) = 122.6

Mulliken population analysis, charges in e, atoms 1 to 5:
1 O -0.676
2 C 1.012
3 N 0.063
4 C -1.344
5 C -0.910


DFT (ωB97M-V/def2-TZVPD) results for one molecule with the formula C4H6INOS.

The geometry in ORCA input format:
```
! wB97M-V def2-TZVPD RIJCOSX def2/J DEFGRID3
* xyz 0 1
C -1.40322 0.28371 0.46673
C -0.40898 -0.79332 1.07373
C 0.62770 -0.62879 0.01238
C 1.68300 0.40237 0.20499
N -0.92693 0.39213 -0.75400
O -2.32036 0.77693 1.02446
S -1.22311 1.47849 -1.86616
I 1.12660 -2.29990 -1.22361
H -0.12064 -0.62812 2.12653
H -1.04442 -1.69965 1.11647
H 1.25354 1.47052 0.43520
H 2.12815 0.61486 -0.73812
H 2.25203 -0.01693 1.00552
H -1.62337 0.64770 -2.88413
*
```

Summary:
- LUMO energy (alpha / beta) (eV) = -0.22 / -0.22
- Kohn-Sham gap (alpha / beta) (eV) = 8.503 / 8.502
- energy above the lowest of the compared OMol25 structures with the same formula, charge and spin (kJ/mol) = 270.3
- molecular weight (g mol⁻¹) = 243.1

Mulliken population analysis, charges in e, atoms 1 to 5:
1 C 0.381
2 C -0.447
3 C 0.305
4 C -1.228
5 N -0.118


DFT (ωB97M-V/def2-TZVPD) results for one molecule with the formula C5H5NS.

The geometry in ORCA input format:
```
! wB97M-V def2-TZVPD RIJCOSX def2/J DEFGRID3
* xyz 0 1
C -0.25948 2.48478 -0.61484
S 0.66158 0.99952 -1.10906
C -0.45904 -0.04953 -0.15372
C 0.09298 -1.33300 0.35557
C 0.53764 -2.40314 0.68767
C 1.12728 -3.62065 1.10137
N 1.73264 -4.54315 1.47157
H -0.24023 2.60225 0.43313
H -1.34871 2.37548 -0.93343
H 0.25574 3.32487 -1.10334
H -0.86459 0.48844 0.66562
H -1.23579 -0.32587 -0.80055
*
```

Summary:
- structure (SMILES) = CSCC#CC#N
- LUMO energy (eV) = 0.55
- Kohn-Sham gap (eV) = 9.879
- energy above the lowest of the compared OMol25 structures with the same formula, charge and spin (kJ/mol) = 212.8
- molecular weight (g mol⁻¹) = 111.2

Mulliken population analysis, charges in e, atoms 1 to 5:
1 C -0.840
2 S -0.039
3 C -0.530
4 C -0.178
5 C 0.327